# 1
Formula: C6H8ClNO2
Source: OMol25
Level of theory: ωB97M-V with the def2-TZVPD basis set

Summary:
Energy relative to the best compared isomer or geometry (same formula, charge and spin) in kcal/mol: 74.8
Frontier orbital gap in eV: 10.682

Structure (XYZ):
```
18
Properties=species:S:1:pos:R:3:nbo_charge:R:1
C -0.187 -0.176 -1.603 -0.36
C 0.646 0.698 -2.197 0.13
C 1.391 0.949 2.198 0.49
C -0.092 0.100 -0.215 0.18
C -2.326 -0.034 0.841 -0.60
C -0.978 -0.704 0.733 -0.44
N 0.821 1.068 -0.014 -0.14
O 2.235 1.664 2.468 -0.53
O 1.318 1.387 -1.210 -0.26
Cl 2.914 -1.594 -0.620 -0.27
H -0.863 -0.865 -2.002 0.23
H 0.898 0.908 -3.202 0.21
H -2.562 0.345 -0.159 0.21
H -2.303 0.671 1.625 0.22
H -3.135 -0.794 1.095 0.21
H -0.811 -1.812 0.335 0.22
H -0.570 -0.853 1.682 0.24
H 3.604 -0.957 0.241 0.27
```

# 2
Formula: C6H8CsLiO6
Source: OMol25
Level of theory: ωB97M-V with the def2-TZVPD basis set

Summary:
Energy relative to the best compared isomer or geometry (same formula, charge and spin) in kcal/mol: 0.0
Frontier orbital gap in eV: 7.219

Structure (XYZ):
```
22
Properties=species:S:1:pos:R:3:mulliken_charge:R:1
O -1.624 0.027 0.787 -0.33
C -1.351 -0.683 -0.397 1.00
C -2.759 0.880 0.625 -0.32
O -0.931 -1.852 -0.234 -0.95
O -2.412 -0.498 -1.243 -0.41
C -3.286 0.517 -0.758 -0.35
H -2.567 1.961 0.657 0.24
H -3.417 0.675 1.477 0.27
H -3.221 1.375 -1.439 0.27
H -4.291 0.084 -0.692 0.24
Cs 0.752 1.003 2.466 1.08
O 0.537 1.435 -0.395 -0.66
O 1.586 -0.368 -1.220 -0.42
C 2.822 0.070 -0.622 -0.05
C 3.100 -0.836 0.587 -0.69
O 1.975 -1.000 1.371 -1.01
C 0.442 0.340 -0.938 0.08
H 3.605 -0.014 -1.387 0.33
H 2.744 1.113 -0.289 0.24
H 3.947 -0.377 1.141 0.29
H 3.469 -1.813 0.195 0.23
Li 0.881 -2.041 0.308 0.91
```

# 3
Formula: C6H8CuLiO6
Source: OMol25
Level of theory: ωB97M-V with the def2-TZVPD basis set

Summary:
Charge: +1
Expectation value of S²: 0.75
Multiplicity: 2
Energy relative to the best compared isomer or geometry (same formula, charge and spin) in kcal/mol: 48.6
Frontier orbital gap (alpha / beta) in eV: 8.547 / 8.221

Structure (XYZ):
```
22
Properties=species:S:1:pos:R:3:nbo_charge:R:1
Cu 0.436 2.537 -1.352 1.20
O -1.433 2.229 -0.787 -0.79
O -1.500 0.086 -1.388 -0.56
C 2.617 0.893 -2.331 -0.11
C 1.657 1.909 -2.911 -0.72
O -1.755 0.690 0.824 -0.75
C -1.616 1.097 -0.315 1.02
H 3.154 0.289 -3.074 0.23
H 3.358 1.357 -1.665 0.21
H 1.099 1.458 -3.749 0.22
H 2.283 2.705 -3.348 0.23
Li 0.023 0.404 1.660 0.96
O 1.195 1.255 0.025 -0.85
O 1.963 -0.169 -1.538 -0.48
C -1.675 -1.211 -1.146 0.00
C -0.455 -2.050 -1.013 -0.18
O 0.693 -0.884 0.121 -0.71
C 1.329 0.090 -0.441 1.02
H -2.651 -1.601 -1.452 0.27
H -0.659 -3.127 -1.023 0.25
H 0.194 -1.978 -1.892 0.24
H -1.592 -2.069 -0.070 0.31
```